Entry 1:
C22H33ClN2O4 in the gas phase. Source: OMol25; level of theory: wB97M-V/def2-TZVPD.

Each line ends with the Mulliken charge.
Element x y z (Å)
C -1.75 -4.64 3.04  -1.003
H -2.00 -5.34 3.83  0.244
O -1.41 -3.43 3.68  -0.389
C -1.08 -2.36 2.93  0.680
C -1.03 -2.37 1.54  -0.503
C -0.72 -1.22 0.82  0.068
C -0.46 -0.04 1.49  -0.982
C -0.50 -0.03 2.88  0.566
C -0.80 -1.17 3.63  0.162
O -0.90 -1.06 4.98  -0.606
C 0.17 -1.50 5.82  0.464
C 0.10 -3.00 6.14  -1.296
H 0.74 -3.21 6.99  0.469
H -0.92 -3.27 6.38  0.309
H 0.44 -3.59 5.29  0.215
C 1.54 -1.13 5.27  -1.337
H 2.31 -1.41 5.98  0.470
H 1.61 -0.06 5.09  0.310
H 1.73 -1.65 4.33  0.318
H -0.01 -0.94 6.75  0.307
Cl -0.20 1.46 3.70  -0.217
H -0.19 0.87 0.97  0.575
C -0.66 -1.32 -0.67  0.543
O -0.31 -2.34 -1.24  -0.700
N -1.07 -0.21 -1.32  0.112
H -1.25 0.63 -0.80  0.029
C -0.82 0.00 -2.72  -2.096
H -0.47 -0.94 -3.13  0.796
H -1.75 0.28 -3.22  0.230
C 0.24 1.12 -2.90  1.558
N -0.23 2.23 -2.03  0.836
C 0.73 3.18 -1.51  -0.830
H 1.57 2.66 -1.05  0.427
C 0.06 4.01 -0.40  -0.645
O -1.07 4.70 -0.87  -0.429
C -2.00 3.79 -1.42  -0.845
H -2.83 4.38 -1.79  0.372
C -1.36 2.98 -2.56  -0.683
H -2.11 2.31 -2.97  0.388
H -1.05 3.70 -3.34  0.394
H -2.35 3.10 -0.64  0.314
H 0.75 4.77 -0.03  0.399
H -0.23 3.35 0.42  0.249
H 1.11 3.87 -2.28  0.300
C 1.61 0.61 -2.42  -1.488
C 2.15 -0.54 -3.27  -0.815
C 2.27 -0.10 -4.73  -0.751
C 0.92 0.39 -5.25  -0.738
C 0.37 1.52 -4.38  -1.210
H -0.60 1.83 -4.77  0.411
H 1.05 2.38 -4.45  0.417
H 0.21 -0.44 -5.26  0.350
H 1.03 0.75 -6.27  0.425
H 2.62 -0.93 -5.34  0.420
H 3.00 0.71 -4.81  0.313
H 1.52 -1.42 -3.19  0.244
H 3.14 -0.81 -2.89  0.439
H 2.34 1.42 -2.48  0.763
H 1.53 0.29 -1.38  0.347
H -1.22 -3.27 0.98  0.570
H -0.91 -5.03 2.45  0.390
H -2.62 -4.51 2.39  0.370

Computed properties:
Lowest unoccupied orbital energy: 0.02596 hartree
Net charge: 0
Gap between HOMO and LUMO: 9.43 eV



Entry 2:
C22H33F3N4O in the gas phase. Source: OMol25; level of theory: wB97M-V/def2-TZVPD.

Each line ends with the Mulliken charge.
Element x y z (Å)
C 4.88 -2.68 -0.66  -1.437
H 5.94 -2.90 -0.62  0.352
H 4.34 -3.63 -0.70  0.422
H 4.67 -2.12 -1.57  0.284
C 4.42 -1.90 0.56  -0.479
N 4.85 -0.50 0.53  0.436
C 4.23 0.25 1.61  -1.121
C 2.71 0.33 1.46  0.818
O 1.97 -0.10 2.33  -0.697
N 2.23 0.94 0.36  0.203
C 2.98 1.41 -0.78  -0.733
H 4.05 1.34 -0.57  0.263
C 2.64 0.58 -2.02  -0.330
C 1.14 0.59 -2.28  -1.017
H 0.89 -0.05 -3.13  0.426
H 0.83 1.61 -2.53  0.255
C 0.40 0.10 -1.04  -0.091
N -1.02 -0.02 -1.29  0.164
C -1.79 1.21 -1.45  -1.059
H -1.12 2.05 -1.61  0.510
C -2.70 1.51 -0.25  -0.871
N -3.65 0.43 -0.10  0.340
C -4.93 0.64 0.33  0.938
C -5.94 -0.30 0.10  -0.394
C -7.22 -0.08 0.56  -0.168
C -7.56 1.08 1.24  -0.816
C -6.57 2.01 1.47  -0.705
C -5.28 1.81 1.04  -0.740
H -4.53 2.54 1.26  0.413
H -6.81 2.92 2.01  0.379
H -8.57 1.24 1.58  0.461
C -8.26 -1.12 0.25  0.976
F -7.83 -2.37 0.50  -0.266
F -8.62 -1.11 -1.06  -0.261
F -9.40 -0.97 0.94  -0.286
H -5.73 -1.21 -0.45  0.417
C -3.20 -0.87 -0.56  -1.095
H -3.47 -1.04 -1.61  0.311
C -1.69 -0.97 -0.40  -0.809
H -1.43 -0.81 0.66  0.304
H -1.36 -1.97 -0.68  0.457
H -3.66 -1.64 0.06  0.739
H -3.24 2.44 -0.45  0.709
H -2.10 1.64 0.66  0.274
H -2.41 1.11 -2.34  0.263
C 0.79 1.00 0.16  -1.048
H 0.32 0.66 1.08  0.597
H 0.51 2.04 -0.03  0.072
H 0.75 -0.91 -0.81  0.176
H 3.19 0.97 -2.88  0.421
H 2.98 -0.45 -1.85  0.093
H 2.72 2.46 -0.96  0.415
H 4.64 1.26 1.62  0.487
H 4.40 -0.21 2.60  0.404
C 6.29 -0.30 0.45  -0.865
C 7.12 -0.83 1.62  -1.160
H 6.81 -0.37 2.56  0.283
H 8.17 -0.59 1.45  0.444
H 7.03 -1.91 1.71  0.267
H 6.45 0.78 0.36  0.432
H 6.63 -0.76 -0.48  0.491
H 3.33 -1.88 0.59  0.306
H 4.76 -2.41 1.48  0.444

Computed properties:
ΔE to the lowest compared entry with this formula, charge and spin: 1.2 kJ/mol
Lowest unoccupied orbital energy: 0.02355 hartree
Net charge: 0
Gap between HOMO and LUMO: 8.48 eV



Entry 3:
A molecular structure, C22H33N11 at a distorted geometry. Source: OMol25; level of theory: wB97M-V/def2-TZVPD.

Each line ends with the Mulliken charge.
Element x y z (Å)
C -9.57 -0.73 12.73  -0.320
C -9.11 -1.34 11.50  -0.008
N -8.73 -1.88 10.55  -0.752
H -9.63 -1.45 13.55  0.025
H -10.64 -0.49 12.70  0.770
H -8.98 0.14 13.00  0.391
C -10.82 -5.95 13.04  -1.472
C -10.05 -4.71 13.18  0.902
N -9.53 -3.70 13.32  -0.334
H -11.23 -6.14 14.03  0.424
H -10.20 -6.82 12.80  0.460
H -11.65 -5.96 12.33  0.407
C -13.93 -3.10 15.07  -1.374
C -12.93 -4.11 14.99  0.656
N -12.16 -4.98 14.90  -0.358
H -13.78 -2.43 15.92  0.154
H -14.91 -3.56 15.22  0.555
H -13.96 -2.52 14.15  0.167
C -8.31 -1.36 16.67  -0.194
C -8.93 -0.12 17.16  0.002
N -9.36 0.86 17.62  -0.671
H -7.37 -0.99 16.27  0.596
H -8.93 -1.76 15.86  -0.572
H -8.09 -2.15 17.39  0.810
C -11.43 -3.63 11.33  -1.823
C -11.65 -2.47 12.17  0.558
N -11.86 -1.57 12.83  -0.482
H -10.36 -3.66 11.14  0.450
H -11.96 -3.52 10.38  0.415
H -11.86 -4.54 11.75  0.165
C -10.01 -3.39 19.02  -1.006
C -11.30 -3.77 18.50  0.511
N -12.30 -4.15 18.03  -0.525
H -10.07 -3.28 20.10  0.506
H -9.66 -2.51 18.48  0.221
H -9.32 -4.19 18.75  0.365
C -8.22 -3.52 15.02  0.222
C -6.86 -3.46 14.49  -0.209
N -5.77 -3.43 14.08  -0.706
H -8.16 -3.41 16.11  -0.639
H -8.75 -4.46 14.85  0.418
H -8.80 -2.68 14.65  0.122
C -11.04 -2.51 14.57  -2.718
C -10.70 -2.47 16.01  2.270
N -10.47 -2.45 17.11  -0.802
H -10.21 -2.29 13.89  0.121
H -11.97 -1.96 14.42  2.101
H -11.40 -3.50 14.28  0.938
C -14.22 0.15 13.15  -1.901
C -13.39 -0.62 14.08  0.276
N -12.71 -1.27 14.78  0.254
H -14.94 -0.43 12.58  0.359
H -13.57 0.59 12.40  0.362
H -14.75 0.98 13.62  0.396
C -10.46 -5.02 15.97  0.492
C -9.21 -4.79 16.78  -0.135
N -8.25 -4.58 17.40  -0.805
H -10.70 -6.06 15.79  0.968
H -10.28 -4.47 15.05  -1.326
H -11.26 -4.48 16.49  -0.597
C -11.47 0.04 16.25  -1.443
C -10.48 -0.29 15.15  1.038
N -9.80 -0.50 14.28  0.185
H -12.15 -0.81 16.38  0.293
H -12.00 0.93 15.91  0.383
H -10.91 0.25 17.16  0.464

Computed properties:
ΔE to the lowest compared entry with this formula, charge and spin: 3334.6 kJ/mol
Lowest unoccupied orbital energy: -0.00550 hartree
Net charge: 0
Gap between HOMO and LUMO: 7.00 eV



Entry 4:
A molecular structure, C22H33N4O2PdSSe2 at a distorted geometry. Source: OMol25; level of theory: wB97M-V/def2-TZVPD.

Each line ends with the Mulliken charge.
Element x y z (Å)
Pd 0.59 -1.12 0.14  0.481
O 2.50 1.17 4.52  -0.663
C 3.04 1.04 3.20  -0.441
C 3.33 -0.41 2.82  1.891
C 4.54 -0.91 3.64  -1.142
O 4.32 -0.91 5.04  -0.592
C 2.14 -1.33 3.11  -1.516
Se 0.39 -0.68 2.51  -0.284
C 3.74 -0.49 1.34  -1.589
Se 2.53 0.30 0.00  -0.354
H 1.58 0.89 4.45  0.372
H 3.97 1.62 3.18  0.474
H 2.35 1.47 2.47  -0.123
H 5.40 -0.28 3.39  0.412
H 4.78 -1.94 3.35  0.410
H 3.75 -0.16 5.24  0.459
H 2.05 -1.50 4.19  0.439
H 2.32 -2.30 2.65  0.485
H 3.90 -1.53 1.07  0.423
H 4.68 0.04 1.19  0.450
C 1.21 -0.96 -3.03  -1.429
N 0.62 -1.68 -1.92  0.196
C 0.09 -2.84 -2.14  0.078
C -0.49 -3.59 -1.09  0.043
C -1.20 -4.80 -1.11  -0.853
C -1.56 -5.05 0.21  -0.703
C -1.05 -3.97 0.97  -0.663
N -0.40 -3.11 0.19  0.068
C 0.19 -0.28 -3.92  0.518
C 0.44 -0.12 -5.28  -0.534
C -0.47 0.55 -6.09  -0.521
C -1.64 1.06 -5.55  -0.428
C -1.89 0.90 -4.20  -0.677
C -0.98 0.24 -3.39  0.391
H 1.84 -1.63 -3.63  0.430
H 1.88 -0.21 -2.61  0.210
H 0.06 -3.24 -3.16  0.352
H -1.42 -5.41 -1.97  0.436
H -2.12 -5.89 0.59  0.390
H -1.12 -3.80 2.03  0.463
H 1.34 -0.53 -5.72  0.345
H -0.27 0.65 -7.15  0.355
H -2.35 1.58 -6.18  0.369
H -2.80 1.29 -3.76  0.437
H -1.20 0.09 -2.33  0.043
C -5.32 1.90 0.46  -1.024
C -4.26 1.76 1.55  -0.747
N -2.93 2.12 1.09  -0.098
C -2.10 1.27 0.46  0.270
S -2.54 -0.30 0.03  -0.438
N -0.86 1.73 0.18  0.544
C -0.25 2.91 0.77  -0.446
C -0.55 4.19 0.00  -1.189
H -6.31 1.66 0.85  0.361
H -5.09 1.23 -0.36  0.263
H -5.34 2.93 0.08  0.298
H -4.23 0.73 1.90  0.389
H -4.50 2.40 2.40  0.380
H -2.54 2.98 1.44  0.211
H -0.21 0.99 -0.09  -0.171
H 0.83 2.72 0.77  0.001
H -0.53 2.99 1.83  0.469
H -0.18 4.11 -1.02  0.307
H -0.07 5.04 0.48  0.395
H -1.62 4.39 -0.05  0.316

Computed properties:
Lowest unoccupied orbital energy: 0.09626 hartree
Net charge: -1
Gap between HOMO and LUMO: 6.97 eV